# C51H100Cl10NO16S6

14 unconnected molecules or ions with the total composition C51H100Cl10NO16S6 (ωB97M-V with the def2-TZVPD basis set, the OMol25 dataset).

Each atom is followed by the atoms it is bonded to, with distances in Å.
Positions of all 184 atoms, in Å:
1 C 0.67 0.86 -3.91  C2 1.541, H11 1.090, H12 1.090, H13 1.090
2 C -0.44 0.96 -2.85  C1 1.541, C3 1.556, H14 1.090, H15 1.090
3 C -0.37 -0.02 -1.64  C2 1.556, C4 1.537, H16 1.090, H17 1.090
4 C -1.60 -0.02 -0.72  C3 1.537, N5 1.557, H18 1.090, H19 1.090
5 N -1.24 -0.40 0.74  C4 1.557, C6 1.550, C9 1.533, C10 1.608
6 C -0.40 0.71 1.43  N5 1.550, C7 1.546, H20 1.090, H21 1.090
7 C -1.43 1.40 2.35  C6 1.546, C8 1.493, H22 1.090, H23 1.090
8 C -2.78 0.97 1.90  C7 1.493, C9 1.511, H24 1.090, H25 1.090
9 C -2.54 -0.48 1.55  N5 1.533, C8 1.511, H26 1.090, H27 1.090
10 C -0.49 -1.81 0.87  N5 1.608, H28 1.090, H29 1.090, H30 1.090
11 H 0.56 -0.09 -4.43  C1 1.090
12 H 1.65 0.88 -3.43  C1 1.090
13 H 0.52 1.61 -4.68  C1 1.090
14 H -1.40 0.77 -3.34  C2 1.090
15 H -0.33 1.96 -2.43  C2 1.090
16 H 0.51 0.25 -1.06  C3 1.090
17 H -0.11 -1.04 -1.90  C3 1.090
18 H -2.18 -0.83 -1.18  C4 1.090
19 H -2.07 0.96 -0.72  C4 1.090
20 H 0.35 0.20 2.04  C6 1.090
21 H 0.00 1.36 0.65  C6 1.090
22 H -1.30 1.03 3.37  C7 1.090
23 H -1.29 2.48 2.37  C7 1.090
24 H -3.47 0.92 2.75  C8 1.090
25 H -3.20 1.54 1.07  C8 1.090
26 H -2.38 -1.02 2.49  C9 1.090
27 H -3.30 -1.00 0.97  C9 1.090
28 H -1.20 -2.57 0.54  C10 1.090
29 H -0.28 -1.91 1.94  C10 1.090
30 H 0.40 -1.92 0.24  C10 1.090
31 C -7.06 -3.46 4.94  C32 1.543, C37 1.593, H38 1.090, H39 1.090
32 C -7.77 -2.91 3.68  C31 1.543, C33 1.523, H40 1.090, H41 1.090
33 C -6.86 -3.06 2.47  C32 1.523, S34 1.879, H42 1.090, H43 1.090
34 S -5.25 -2.34 3.14  C33 1.879, O35 1.462, O36 1.469, C37 1.888
35 O -5.36 -0.89 3.17  S34 1.462
36 O -4.04 -2.94 2.56  S34 1.469
37 C -5.56 -2.93 4.91  C31 1.593, S34 1.888, H44 1.090, H45 1.090
38 H -7.10 -4.54 4.80  C31 1.090
39 H -7.63 -2.96 5.73  C31 1.090
40 H -8.20 -1.94 3.92  C32 1.090
41 H -8.61 -3.59 3.53  C32 1.090
42 H -7.13 -2.51 1.56  C33 1.090
43 H -6.77 -4.13 2.30  C33 1.090
44 H -5.22 -2.26 5.70  C37 1.090
45 H -4.83 -3.73 5.01  C37 1.090
46 C 4.73 2.05 1.04  C47 1.560, C52 1.521, H53 1.090, H54 1.090
47 C 5.78 0.96 0.66  C46 1.560, C48 1.464, H55 1.090, H56 1.090
48 C 5.15 -0.36 0.70  C47 1.464, S49 1.885, H57 1.090, H58 1.090
49 S 3.46 -0.07 -0.07  C48 1.885, O50 1.442, O51 1.480, C52 1.819
50 O 2.42 -0.68 0.72  S49 1.442
51 O 3.38 -0.32 -1.52  S49 1.480
52 C 3.47 1.73 0.25  C46 1.521, S49 1.819, H59 1.090, H60 1.090
53 H 5.12 3.01 0.67  C46 1.090
54 H 4.60 2.13 2.11  C46 1.090
55 H 6.58 0.90 1.40  C47 1.090
56 H 6.22 1.16 -0.32  C47 1.090
57 H 4.94 -0.63 1.74  C48 1.090
58 H 5.59 -1.25 0.25  C48 1.090
59 H 2.50 1.95 0.70  C52 1.090
60 H 3.50 2.29 -0.68  C52 1.090
61 C -0.92 -2.72 -6.07  C62 1.554, C67 1.605, H68 1.090, H69 1.090
62 C 0.51 -2.13 -5.99  C61 1.554, C63 1.553, H70 1.090, H71 1.090
63 C 1.40 -2.98 -6.94  C62 1.553, S64 1.887, H72 1.090, H73 1.090
64 S 0.91 -4.78 -6.64  C63 1.887, O65 1.462, O66 1.458, C67 1.803
65 O 1.68 -5.33 -5.52  S64 1.462
66 O 0.90 -5.44 -7.94  S64 1.458
67 C -0.78 -4.32 -6.20  C61 1.605, S64 1.803, H74 1.090, H75 1.090
68 H -1.56 -2.27 -6.82  C61 1.090
69 H -1.41 -2.39 -5.15  C61 1.090
70 H 0.81 -2.12 -4.94  C62 1.090
71 H 0.55 -1.10 -6.34  C62 1.090
72 H 2.47 -2.82 -6.94  C63 1.090
73 H 1.13 -2.90 -7.99  C63 1.090
74 H -1.14 -4.88 -5.34  C67 1.090
75 H -1.36 -4.87 -6.94  C67 1.090
76 C 2.22 -4.05 3.39  C77 1.569, C82 1.600, H83 1.090, H84 1.090
77 C 3.32 -5.10 2.99  C76 1.569, C78 1.543, H85 1.090, H86 1.090
78 C 4.42 -4.88 4.06  C77 1.543, S79 1.873, H87 1.090, H88 1.090
79 S 4.67 -3.03 4.17  C78 1.873, O80 1.443, O81 1.437, C82 1.901
80 O 5.77 -2.60 3.34  S79 1.443
81 O 4.63 -2.64 5.55  S79 1.437
82 C 3.00 -2.65 3.34  C76 1.600, S79 1.901, H89 1.090, H90 1.090
83 H 1.66 -4.18 4.31  C76 1.090
84 H 1.49 -4.16 2.58  C76 1.090
85 H 3.77 -5.01 2.00  C77 1.090
86 H 2.91 -6.09 3.14  C77 1.090
87 H 5.43 -5.29 4.03  C78 1.090
88 H 4.05 -5.25 5.01  C78 1.090
89 H 3.31 -2.34 2.35  C82 1.090
90 H 2.57 -1.82 3.90  C82 1.090
91 C -3.88 7.43 0.18  C92 1.520, C97 1.567, H98 1.090, H99 1.090
92 C -2.63 7.20 -0.65  C91 1.520, C93 1.585, H100 1.090, H101 1.090
93 C -2.20 5.68 -0.51  C92 1.585, S94 1.901, H102 1.090, H103 1.090
94 S -3.77 4.68 -0.11  C93 1.901, O95 1.463, O96 1.476, C97 1.882
95 O -3.58 4.22 1.26  S94 1.463
96 O -4.22 3.75 -1.17  S94 1.476
97 C -4.85 6.22 -0.07  C91 1.567, S94 1.882, H104 1.090, H105 1.090
98 H -4.28 8.44 0.11  C91 1.090
99 H -3.47 7.31 1.18  C91 1.090
100 H -1.77 7.81 -0.38  C92 1.090
101 H -2.88 7.36 -1.70  C92 1.090
102 H -1.47 5.50 0.28  C93 1.090
103 H -1.80 5.28 -1.43  C93 1.090
104 H -5.69 6.02 0.60  C97 1.090
105 H -5.25 6.37 -1.07  C97 1.090
106 C 4.75 2.41 -3.39  C107 1.542, C112 1.492, H113 1.090, H114 1.090
107 C 5.65 3.34 -2.55  C106 1.542, C108 1.543, H115 1.090, H116 1.090
108 C 7.11 3.01 -2.92  C107 1.543, S109 1.818, H117 1.090, H118 1.090
109 S 7.07 2.81 -4.72  C108 1.818, O110 1.468, O111 1.457, C112 1.833
110 O 8.01 1.75 -5.11  S109 1.468
111 O 7.21 4.15 -5.27  S109 1.457
112 C 5.32 2.26 -4.76  C106 1.492, S109 1.833, H119 1.090, H120 1.090
113 H 3.72 2.77 -3.29  C106 1.090
114 H 4.80 1.47 -2.84  C106 1.090
115 H 5.58 3.29 -1.46  C107 1.090
116 H 5.50 4.37 -2.87  C107 1.090
117 H 7.53 2.07 -2.54  C108 1.090
118 H 7.84 3.80 -2.81  C108 1.090
119 H 5.23 1.23 -5.09  C112 1.090
120 H 4.86 2.96 -5.46  C112 1.090
121 O 0.48 3.14 6.15  C122 1.219
122 C -0.55 3.53 5.63  O121 1.219, O123 1.312, C126 1.515
123 O -0.61 4.49 4.74  C122 1.312, C124 1.458
124 C -1.95 4.86 4.28  O123 1.458, C125 1.554, H127 1.090, H128 1.090
125 C -2.92 3.90 5.02  C124 1.554, C126 1.562, H129 1.090, H130 1.090
126 C -1.97 3.18 6.03  C122 1.515, C125 1.562, H131 1.090, H132 1.090
127 H -1.98 4.76 3.19  C124 1.090
128 H -2.26 5.89 4.45  C124 1.090
129 H -3.38 3.23 4.29  C125 1.090
130 H -3.74 4.36 5.56  C125 1.090
131 H -2.07 2.10 6.05  C126 1.090
132 H -2.09 3.54 7.05  C126 1.090
133 O 0.18 -0.90 4.37  C134 1.223
134 C -0.05 -0.96 5.57  O133 1.223, O135 1.432, C138 1.503
135 O -1.32 -0.66 6.16  C134 1.432, C136 1.345
136 C -1.21 -0.51 7.49  O135 1.345, C137 1.532, H139 1.090, H140 1.090
137 C 0.28 -0.57 7.84  C136 1.532, C138 1.484, H141 1.090, H142 1.090
138 C 0.90 -1.27 6.69  C134 1.503, C137 1.484, H143 1.090, H144 1.090
139 H -1.72 -1.34 7.99  C136 1.090
140 H -1.54 0.46 7.87  C136 1.090
141 H 0.49 -1.09 8.78  C137 1.090
142 H 0.73 0.42 7.91  C137 1.090
143 H 0.87 -2.35 6.80  C138 1.090
144 H 1.95 -1.02 6.54  C138 1.090
145 Cl 0.62 -4.15 -2.93  C146 1.772
146 C 1.68 -4.90 -1.73  Cl145 1.772, C147 1.521, H149 1.090, H150 1.090
147 C 0.96 -5.90 -0.84  C146 1.521, Cl148 1.799, H151 1.090, H152 1.090
148 Cl -0.21 -5.00 0.19  C147 1.799
149 H 2.20 -4.21 -1.06  C146 1.090
150 H 2.47 -5.40 -2.27  C146 1.090
151 H 1.60 -6.54 -0.23  C147 1.090
152 H 0.40 -6.66 -1.39  C147 1.090
153 Cl -0.26 6.94 -3.06  C154 1.756
154 C 1.24 6.99 -2.14  Cl153 1.756, C155 1.525, H157 1.090, H158 1.090
155 C 2.09 5.73 -2.27  C154 1.525, Cl156 1.856, H159 1.090, H160 1.090
156 Cl 1.15 4.31 -1.53  C155 1.856
157 H 0.97 7.28 -1.13  C154 1.090
158 H 1.92 7.79 -2.42  C154 1.090
159 H 2.97 5.77 -1.62  C155 1.090
160 H 2.30 5.42 -3.29  C155 1.090
161 Cl -5.01 0.16 -1.61  C162 1.817
162 C -5.19 1.03 -3.19  Cl161 1.817, C163 1.488, H165 1.090, H166 1.090
163 C -4.96 0.11 -4.34  C162 1.488, Cl164 1.747, H167 1.090, H168 1.090
164 Cl -3.34 -0.54 -4.43  C163 1.747
165 H -4.46 1.83 -3.17  C162 1.090
166 H -6.21 1.42 -3.27  C162 1.090
167 H -5.19 0.58 -5.29  C163 1.090
168 H -5.51 -0.82 -4.19  C163 1.090
169 Cl 6.58 -1.24 -3.28  C170 1.773
170 C 5.09 -2.19 -3.39  Cl169 1.773, C171 1.534, H173 1.090, H174 1.090
171 C 4.11 -1.58 -4.40  C170 1.534, Cl172 1.776, H175 1.090, H176 1.090
172 Cl 4.72 -1.62 -6.07  C171 1.776
173 H 4.75 -2.16 -2.36  C170 1.090
174 H 5.47 -3.17 -3.70  C170 1.090
175 H 3.85 -0.54 -4.21  C171 1.090
176 H 3.12 -2.01 -4.29  C171 1.090
177 Cl -2.98 -5.54 -3.42  C178 1.759
178 C -3.65 -4.79 -1.99  Cl177 1.759, C179 1.549, H181 1.090, H182 1.090
179 C -4.32 -3.41 -2.19  C178 1.549, Cl180 1.769, H183 1.090, H184 1.090
180 Cl -5.85 -3.67 -3.06  C179 1.769
181 H -2.78 -4.68 -1.34  C178 1.090
182 H -4.30 -5.46 -1.42  C178 1.090
183 H -3.72 -2.74 -2.81  C179 1.090
184 H -4.58 -2.87 -1.28  C179 1.090

2S+1 = 2
Frontier orbital gap (spin up / spin down) = 9.25 / 2.54 eV
E_tot = -278975.174 eV
Total charge = +2